Entry 1:
{"formula": "C19H25FN2O3", "method": "wB97M-V/def2-TZVPD", "homo_ev": -8.20, "largest_force_ev_per_a": 4.81, "charge": 0, "e_above_lowest_kcal_mol": 287.2, "smiles": "C=Cc1c(CCN)cc(C[C@@H](C)F)c2c1C(=O)N(OCCCC)C2=O", "gap_ev": 7.313, "symbols": ["C", "C", "C", "C", "C", "C", "N", "C", "C", "C", "C", "C", "F", "C", "C", "C", "O", "N", "O", "C", "C", "C", "C", "C", "O", "H", "H", "H", "H", "H", "H", "H", "H", "H", "H", "H", "H", "H", "H", "H", "H", "H", "H", "H", "H", "H", "H", "H", "H", "H"], "positions_angstrom": [[-4.72, -2.20, -0.67], [-3.52, -1.82, -1.38], [-2.04, -1.83, -0.81], [-1.19, -3.13, -0.54], [-1.83, -4.57, -0.86], [-1.91, -4.66, -2.49], [-0.63, -4.33, -3.16], [0.28, -3.09, 0.00], [0.96, -1.72, 0.32], [2.47, -1.69, 0.88], [2.63, -1.00, 2.32], [3.89, 0.02, 2.24], [1.42, -0.39, 2.82], [0.11, -0.45, 0.06], [-1.35, -0.49, -0.47], [-1.87, 1.02, -0.55], [-2.96, 1.45, -1.00], [-0.76, 1.77, 0.07], [-0.39, 2.92, -0.61], [-0.98, 4.07, 0.06], [-0.01, 5.35, 0.17], [1.56, 5.02, 0.12], [2.23, 5.01, 1.61], [0.53, 1.07, 0.27], [1.65, 1.54, 0.53], [-5.47, -1.38, -0.40], [-4.89, -3.31, -0.44], [-3.65, -1.51, -2.48], [-2.90, -4.67, -0.48], [-1.14, -5.43, -0.54], [-2.25, -5.70, -2.83], [-2.70, -3.92, -2.88], [0.19, -4.73, -2.67], [-0.48, -3.32, -3.24], [0.83, -4.07, 0.15], [2.77, -2.80, 1.01], [3.15, -1.24, 0.06], [2.93, -1.82, 3.08], [4.82, -0.63, 2.43], [3.81, 0.84, 3.04], [4.00, 0.44, 1.19], [-1.43, 3.79, 1.09], [-1.89, 4.39, -0.57], [-0.26, 6.19, -0.59], [-0.21, 5.82, 1.20], [1.85, 4.11, -0.49], [2.06, 5.92, -0.41], [3.27, 5.50, 1.50], [2.41, 3.96, 2.01], [1.64, 5.69, 2.31]]}

=====

Entry 2:
{"formula": "C4H3N3S", "method": "wB97M-V/def2-TZVPD", "homo_ev": [-8.84, -8.40], "largest_force_ev_per_a": 2.90, "charge": 0, "e_above_lowest_kcal_mol": 60.1, "smiles": "S=NC=C1N=CC=N1", "gap_ev": [6.393, 6.915], "symbols": ["C", "C", "C", "C", "N", "N", "N", "S", "H", "H", "H"], "positions_angstrom": [[1.06, 0.19, 0.06], [0.12, 1.30, -0.01], [-0.94, -0.57, 0.03], [-2.09, -1.32, 0.04], [0.39, -0.92, 0.01], [-3.28, -0.80, -0.11], [-1.08, 0.78, -0.06], [-3.92, 0.60, 0.03], [2.17, 0.14, 0.10], [0.44, 2.38, -0.05], [-1.92, -2.45, 0.08]]}

=====

Entry 3:
{"formula": "C68H79AsBCaN13O2PSb", "method": "wB97M-V/def2-TZVPD", "homo_ev": [-9.21, -9.21], "largest_force_ev_per_a": 0.87, "charge": 1, "e_above_lowest_kcal_mol": 11.5, "spin_multiplicity": 2, "gap_ev": [7.028, 4.086], "s_squared": 0.752, "symbols": ["Ca", "C", "C", "N", "N", "C", "B", "N", "C", "C", "C", "N", "N", "C", "C", "C", "N", "N", "C", "C", "C", "N", "H", "H", "H", "H", "H", "H", "H", "H", "H", "H", "H", "H", "C", "O", "C", "O", "N", "N", "H", "H", "H", "H", "H", "H", "N", "C", "C", "C", "C", "C", "C", "C", "C", "C", "C", "C", "C", "N", "C", "C", "C", "C", "N", "H", "H", "H", "H", "H", "H", "H", "H", "H", "H", "C", "C", "As", "C", "C", "C", "C", "C", "C", "C", "C", "C", "C", "C", "C", "P", "C", "C", "C", "C", "C", "C", "C", "C", "C", "C", "C", "C", "H", "H", "H", "H", "H", "H", "H", "H", "H", "H", "H", "H", "H", "H", "H", "H", "H", "H", "H", "H", "H", "H", "H", "H", "C", "C", "C", "C", "Sb", "C", "C", "C", "C", "C", "C", "C", "C", "H", "H", "H", "H", "H", "H", "H", "H", "H", "H", "H", "H", "H", "H", "H", "H", "H", "H", "H", "H", "H", "H", "H", "H", "H", "H", "H"], "positions_angstrom": [[-0.49, 0.79, -1.58], [-4.99, 0.70, -0.95], [-3.72, 1.25, -0.81], [-2.77, 0.33, -0.96], [-3.42, -0.84, -1.20], [-4.76, -0.64, -1.19], [-2.66, -2.19, -1.39], [-1.77, -2.17, -2.66], [-1.61, -3.16, -3.55], [-0.81, -2.70, -4.58], [-0.52, -1.38, -4.22], [-1.10, -1.06, -3.07], [-1.79, -2.44, -0.12], [-2.18, -2.92, 1.07], [-1.10, -2.92, 1.92], [-0.07, -2.37, 1.15], [-0.48, -2.05, -0.09], [-3.68, -3.32, -1.60], [-4.51, -3.43, -2.67], [-5.27, -4.56, -2.51], [-4.82, -5.08, -1.27], [-3.87, -4.34, -0.73], [-5.95, 1.19, -0.87], [-3.45, 2.26, -0.58], [-5.45, -1.45, -1.34], [-2.08, -4.12, -3.40], [-0.50, -3.24, -5.46], [0.08, -0.65, -4.74], [-3.19, -3.26, 1.23], [-1.07, -3.27, 2.94], [0.95, -2.21, 1.45], [-4.49, -2.71, -3.48], [-6.02, -4.95, -3.17], [-5.16, -5.97, -0.76], [1.79, 5.07, -0.56], [2.43, 3.85, -0.14], [1.66, 2.77, -0.20], [0.48, 2.78, -0.52], [2.34, 1.65, 0.14], [1.57, 0.49, 0.29], [2.47, 5.86, -0.29], [0.83, 5.19, -0.06], [1.63, 5.05, -1.64], [3.21, 1.76, 0.65], [1.26, 0.40, 1.25], [2.11, -0.32, 0.01], [1.59, 3.89, -11.48], [1.41, 3.61, -10.38], [1.17, 3.26, -8.99], [1.88, 3.92, -7.99], [1.66, 3.58, -6.66], [0.73, 2.59, -6.33], [0.03, 1.95, -7.34], [0.25, 2.28, -8.67], [0.48, 2.23, -4.90], [1.48, 1.42, -4.29], [2.71, 1.06, -4.88], [3.38, 0.27, -3.96], [2.52, 0.17, -2.86], [1.37, 0.84, -3.04], [-0.68, 2.74, -4.36], [-1.49, 3.76, -4.97], [-2.33, 4.24, -4.01], [-2.02, 3.49, -2.84], [-1.07, 2.60, -3.02], [2.59, 4.69, -8.25], [2.20, 4.09, -5.87], [-0.69, 1.18, -7.09], [-0.29, 1.77, -9.46], [3.05, 1.35, -5.86], [4.37, -0.17, -4.06], [2.67, -0.42, -1.97], [-1.41, 4.09, -6.00], [-3.07, 5.02, -4.10], [-2.47, 3.63, -1.86], [-2.25, 2.99, 2.99], [-2.41, 3.07, 4.50], [-2.81, 4.92, 5.03], [-1.02, 5.61, 4.66], [0.09, 5.30, 5.45], [1.34, 5.81, 5.13], [1.50, 6.61, 4.00], [0.41, 6.91, 3.21], [-0.85, 6.42, 3.54], [-2.63, 4.71, 6.96], [-2.50, 5.87, 7.72], [-2.38, 5.79, 9.10], [-2.40, 4.56, 9.74], [-2.55, 3.40, 8.99], [-2.66, 3.47, 7.61], [-1.46, 1.45, 2.30], [-2.46, 0.19, 3.20], [-3.61, -0.22, 2.52], [-4.48, -1.14, 3.09], [-4.22, -1.67, 4.35], [-3.09, -1.25, 5.04], [-2.22, -0.32, 4.47], [0.18, 1.48, 3.11], [0.83, 0.34, 3.61], [2.16, 0.40, 4.03], [2.87, 1.59, 3.96], [2.24, 2.72, 3.45], [0.92, 2.66, 3.02], [-1.65, 3.83, 2.62], [-3.21, 3.06, 2.49], [-1.51, 2.74, 5.03], [-3.24, 2.44, 4.83], [-0.03, 4.69, 6.33], [2.19, 5.58, 5.76], [2.48, 7.01, 3.76], [0.53, 7.54, 2.33], [-1.71, 6.68, 2.93], [-2.48, 6.83, 7.24], [-2.27, 6.70, 9.68], [-2.31, 4.50, 10.82], [-2.57, 2.44, 9.48], [-2.78, 2.56, 7.04], [-3.82, 0.16, 1.53], [-5.37, -1.44, 2.54], [-4.89, -2.39, 4.79], [-2.89, -1.63, 6.03], [-1.38, 0.02, 5.06], [0.32, -0.61, 3.63], [2.63, -0.49, 4.43], [3.89, 1.64, 4.31], [2.78, 3.66, 3.38], [0.47, 3.56, 2.61], [1.23, -5.03, -3.45], [2.55, -4.42, -2.99], [3.70, -5.40, -3.20], [2.82, -3.10, -3.72], [2.33, -3.94, -0.86], [1.30, -5.63, 0.10], [1.95, -6.92, -0.39], [-0.17, -5.55, -0.31], [1.44, -5.52, 1.62], [4.26, -3.52, 0.10], [4.86, -2.28, -0.55], [4.01, -3.24, 1.59], [5.19, -4.72, -0.07], [1.26, -5.11, -4.54], [0.37, -4.40, -3.20], [1.07, -6.03, -3.06], [3.63, -5.77, -4.23], [3.67, -6.28, -2.55], [4.67, -4.93, -3.09], [2.86, -3.31, -4.80], [3.77, -2.65, -3.44], [2.03, -2.37, -3.57], [1.83, -7.07, -1.46], [1.44, -7.75, 0.12], [3.01, -6.99, -0.14], [-0.32, -5.80, -1.36], [-0.62, -4.57, -0.12], [-0.73, -6.28, 0.29], [2.46, -5.72, 1.95], [0.80, -6.29, 2.06], [1.12, -4.56, 2.02], [4.30, -1.37, -0.30], [4.92, -2.35, -1.64], [5.88, -2.15, -0.17], [3.17, -2.58, 1.78], [4.90, -2.75, 2.00], [3.86, -4.16, 2.16], [5.54, -4.84, -1.09], [4.75, -5.66, 0.26], [6.07, -4.54, 0.56]]}

=====

Entry 4:
{"formula": "C6H9NO3P", "method": "wB97M-V/def2-TZVPD", "homo_ev": -4.46, "largest_force_ev_per_a": 5.51, "charge": -1, "e_above_lowest_kcal_mol": 37.6, "smiles": "CN[P@@](=O)([O-])c1ccc(C)o1", "gap_ev": 7.918, "symbols": ["C", "C", "C", "C", "C", "C", "N", "O", "O", "O", "P", "H", "H", "H", "H", "H", "H", "H", "H", "H"], "positions_angstrom": [[-1.49, -1.81, -0.65], [-0.12, -1.91, -1.03], [-1.55, -0.93, 0.40], [0.59, -1.20, -0.10], [-2.75, -0.28, 1.14], [2.10, 1.81, 0.05], [2.39, 0.51, -0.63], [3.26, -2.05, -0.30], [2.39, -0.64, 1.81], [-0.30, -0.58, 0.74], [2.33, -0.91, 0.37], [-2.28, -2.27, -1.11], [0.32, -2.49, -1.93], [-3.51, -0.34, 0.33], [-2.91, -0.91, 2.02], [-2.40, 0.75, 1.38], [2.78, 1.91, 0.85], [2.13, 2.74, -0.58], [1.15, 1.58, 0.59], [3.34, 0.53, -1.02]]}

=====

Entry 5:
{"formula": "C2H7N4S", "method": "wB97M-V/def2-TZVPD", "homo_ev": [-13.18, -13.18], "largest_force_ev_per_a": 4.41, "charge": 1, "e_above_lowest_kcal_mol": 146.0, "gap_ev": [8.191, 8.193], "symbols": ["C", "C", "N", "N", "N", "N", "S", "H", "H", "H", "H", "H", "H", "H"], "positions_angstrom": [[-1.46, 0.24, -0.32], [1.10, 0.58, -1.00], [0.07, -1.51, -0.24], [-2.72, 0.16, -0.03], [1.44, -0.10, 1.20], [1.07, -0.69, -0.12], [-0.51, 1.51, -0.69], [1.98, 1.03, -0.63], [1.13, 0.28, -1.99], [-3.17, -0.58, 0.47], [-3.26, 0.98, -0.05], [1.80, -0.78, 1.87], [0.67, 0.14, 1.81], [1.85, -1.24, -0.28]]}

=====

Entry 6:
{"formula": "H9O4S", "method": "wB97M-V/def2-TZVPD", "homo_ev": [-11.27, -11.25], "largest_force_ev_per_a": 2.83, "charge": 0, "e_above_lowest_kcal_mol": 12.2, "spin_multiplicity": 2, "gap_ev": [11.354, 7.105], "s_squared": 0.753, "symbols": ["S", "H", "H", "H", "O", "H", "H", "O", "H", "H", "O", "H", "H", "O"], "positions_angstrom": [[-0.66, 0.11, 1.13], [-0.74, 1.41, 1.53], [1.31, -1.60, -0.28], [1.60, -0.82, -1.66], [1.93, -1.54, -1.04], [-2.82, -0.27, 0.42], [-4.17, -1.02, 0.54], [-3.77, -0.24, 0.13], [1.63, 0.46, 1.80], [2.87, -0.02, 1.10], [2.65, 0.58, 1.84], [-0.19, 0.94, -1.10], [-0.11, 1.05, -2.59], [0.47, 0.96, -1.84]]}

=====

Entry 7:
{"formula": "C28H34N5OPtS3Si", "method": "wB97M-V/def2-TZVPD", "homo_ev": [-10.40, -10.64], "largest_force_ev_per_a": 4.17, "charge": 1, "e_above_lowest_kcal_mol": 91.7, "gap_ev": [4.644, 4.717], "symbols": ["Pt", "C", "S", "C", "S", "N", "N", "C", "C", "C", "C", "C", "C", "N", "H", "H", "H", "H", "H", "H", "H", "H", "C", "C", "N", "C", "C", "C", "S", "N", "C", "O", "C", "C", "C", "C", "C", "C", "H", "H", "H", "H", "H", "H", "H", "H", "H", "H", "H", "H", "H", "H", "H", "C", "Si", "C", "C", "C", "C", "C", "C", "C", "H", "H", "H", "H", "H", "H", "H", "H", "H", "H", "H"], "positions_angstrom": [[-2.01, 0.38, 0.73], [-4.67, -1.10, 5.13], [-3.04, -0.30, 5.34], [-2.77, 0.22, 3.69], [-2.53, -1.06, 2.48], [-2.70, 1.47, 3.40], [-2.46, 1.81, 2.18], [-2.46, 3.05, 1.71], [-2.19, 3.22, 0.34], [-2.11, 4.51, -0.26], [-1.81, 4.62, -1.58], [-1.58, 3.46, -2.33], [-1.71, 2.23, -1.71], [-2.01, 2.10, -0.42], [-4.97, -1.44, 6.11], [-4.58, -1.93, 4.44], [-5.37, -0.36, 4.76], [-2.66, 3.89, 2.36], [-2.29, 5.37, 0.36], [-1.74, 5.59, -2.05], [-1.29, 3.51, -3.36], [-1.56, 1.32, -2.26], [4.84, -1.11, 1.68], [4.49, 0.29, 2.18], [3.09, 0.43, 2.57], [2.75, 0.45, 3.97], [2.60, -0.96, 4.55], [2.16, 0.44, 1.63], [0.48, 0.56, 2.07], [2.52, 0.38, 0.36], [1.58, 0.45, -0.57], [0.36, 0.55, -0.32], [2.10, 0.43, -1.96], [3.48, 0.41, -2.17], [3.99, 0.42, -3.45], [3.13, 0.45, -4.53], [1.75, 0.44, -4.34], [1.24, 0.44, -3.05], [5.86, -1.11, 1.30], [4.17, -1.39, 0.87], [4.76, -1.84, 2.48], [4.70, 1.02, 1.40], [5.10, 0.53, 3.06], [1.81, 0.99, 4.09], [3.53, 0.99, 4.51], [1.82, -1.50, 4.02], [2.33, -0.90, 5.60], [3.53, -1.51, 4.46], [4.13, 0.40, -1.31], [5.06, 0.41, -3.61], [3.53, 0.47, -5.54], [1.08, 0.44, -5.18], [0.18, 0.42, -2.89], [-3.35, -2.90, -0.04], [-2.62, -1.31, -0.84], [-4.06, -0.47, -1.82], [-1.17, -1.87, -1.97], [0.00, -2.42, -1.45], [1.00, -2.89, -2.28], [0.84, -2.81, -3.66], [-0.32, -2.29, -4.19], [-1.32, -1.82, -3.35], [-3.70, -3.56, -0.83], [-4.19, -2.68, 0.61], [-2.61, -3.44, 0.54], [-4.55, -1.23, -2.42], [-3.73, 0.32, -2.49], [-4.81, -0.05, -1.16], [0.13, -2.48, -0.37], [1.90, -3.31, -1.86], [1.62, -3.17, -4.31], [-0.46, -2.25, -5.26], [-2.23, -1.42, -3.78]]}

=====

Entry 8:
{"formula": "C27H49FeN4O10P2Se", "method": "wB97M-V/def2-TZVPD", "homo_ev": [-10.44, -10.44], "largest_force_ev_per_a": 0.68, "charge": 1, "e_above_lowest_kcal_mol": 0.0, "spin_multiplicity": 5, "gap_ev": [8.920, 8.885], "s_squared": 6.007, "symbols": ["Fe", "C", "C", "C", "O", "P", "O", "C", "P", "O", "O", "C", "C", "C", "O", "C", "C", "C", "O", "C", "C", "C", "H", "H", "H", "H", "H", "H", "H", "H", "H", "H", "H", "H", "H", "H", "H", "H", "H", "H", "H", "H", "H", "H", "H", "H", "H", "H", "H", "H", "H", "H", "O", "C", "C", "C", "C", "C", "C", "C", "O", "O", "H", "H", "H", "H", "H", "C", "N", "C", "C", "N", "C", "C", "Se", "H", "H", "H", "H", "H", "H", "H", "H", "C", "N", "C", "N", "O", "H", "H", "H", "H", "H", "H"], "positions_angstrom": [[0.31, -0.51, -0.93], [-4.30, -0.77, 3.62], [-4.77, -0.69, 2.18], [-5.43, 0.65, 1.88], [-3.66, -1.02, 1.31], [-2.70, -0.14, 0.44], [-1.79, -1.05, -0.29], [-1.78, 1.00, 1.52], [-0.32, 0.17, 2.18], [0.67, -0.24, 1.15], [-0.86, -1.05, 3.03], [-0.43, -2.43, 2.74], [-1.49, -3.34, 3.31], [0.94, -2.69, 3.35], [0.39, 1.21, 3.12], [0.20, 1.54, 4.52], [-1.27, 1.67, 4.88], [0.92, 0.53, 5.39], [-3.55, 0.87, -0.42], [-4.21, 0.61, -1.70], [-4.91, -0.75, -1.70], [-3.23, 0.75, -2.84], [-5.14, -0.62, 4.30], [-3.54, -0.01, 3.83], [-3.86, -1.75, 3.82], [-5.49, -1.49, 2.00], [-4.74, 1.48, 2.01], [-6.27, 0.78, 2.56], [-5.81, 0.68, 0.86], [-2.40, 1.38, 2.32], [-1.43, 1.83, 0.90], [-0.38, -2.54, 1.66], [-1.60, -3.17, 4.38], [-1.19, -4.38, 3.15], [-2.44, -3.17, 2.82], [0.89, -2.65, 4.44], [1.66, -1.94, 3.00], [1.29, -3.67, 3.05], [0.68, 2.52, 4.61], [-1.78, 0.71, 4.72], [-1.76, 2.45, 4.29], [-1.37, 1.93, 5.94], [0.41, -0.43, 5.34], [0.94, 0.87, 6.42], [1.95, 0.41, 5.04], [-4.96, 1.40, -1.76], [-4.17, -1.54, -1.61], [-5.45, -0.87, -2.63], [-5.61, -0.83, -0.87], [-2.49, -0.05, -2.80], [-2.70, 1.70, -2.79], [-3.77, 0.69, -3.79], [1.82, 4.37, -3.36], [2.29, 3.92, -2.18], [3.55, 4.33, -1.75], [4.07, 3.87, -0.56], [3.34, 2.99, 0.24], [2.09, 2.57, -0.19], [1.55, 3.01, -1.39], [0.24, 2.50, -1.92], [-0.37, 3.17, -2.76], [-0.21, 1.37, -1.49], [0.87, 4.10, -3.39], [4.10, 5.03, -2.37], [5.04, 4.21, -0.24], [3.74, 2.64, 1.18], [1.52, 1.88, 0.42], [3.50, -3.02, -0.29], [3.27, -3.05, -1.72], [4.24, -3.02, -2.70], [3.60, -2.99, -3.89], [2.25, -3.00, -3.63], [1.19, -2.98, -4.61], [2.06, -3.02, -2.29], [0.42, -3.02, -1.42], [4.57, -3.00, -0.11], [3.07, -3.90, 0.18], [3.04, -2.13, 0.13], [5.29, -3.03, -2.47], [4.00, -2.97, -4.89], [1.59, -2.62, -5.56], [0.40, -2.32, -4.27], [0.77, -3.97, -4.75], [4.28, 1.89, -4.20], [3.84, 1.02, -3.12], [2.58, 0.59, -2.94], [1.66, 0.94, -3.89], [2.29, -0.15, -1.98], [5.36, 2.02, -4.11], [3.81, 2.87, -4.15], [4.07, 1.43, -5.16], [4.45, 0.86, -2.34], [1.83, 1.79, -4.42], [0.70, 0.81, -3.61]]}

=====

Entry 9:
{"formula": "C2H16BF4O6", "method": "wB97M-V/def2-TZVPD", "homo_ev": -7.23, "largest_force_ev_per_a": 1.27, "charge": -1, "e_above_lowest_kcal_mol": 1.5, "gap_ev": 10.101, "symbols": ["B", "F", "F", "F", "F", "C", "O", "H", "H", "H", "H", "C", "O", "H", "H", "H", "H", "O", "H", "H", "O", "H", "H", "O", "H", "H", "O", "H", "H"], "positions_angstrom": [[0.15, -0.21, -0.43], [-0.58, 0.97, -0.67], [1.12, -0.12, 0.57], [-0.74, -1.20, -0.05], [0.81, -0.48, -1.65], [-2.44, -0.49, -3.48], [-3.03, 0.14, -2.35], [-1.64, 0.08, -3.96], [-1.97, -1.46, -3.31], [-3.19, -0.66, -4.25], [-2.32, 0.18, -1.70], [2.07, -1.82, 2.82], [0.71, -2.04, 2.54], [2.37, -2.44, 3.66], [2.70, -1.87, 1.93], [2.27, -0.82, 3.23], [0.58, -1.62, 1.68], [1.66, 2.33, 1.85], [2.36, 2.18, 2.49], [1.71, 1.56, 1.25], [-0.66, 3.63, -0.74], [-0.41, 3.92, 0.14], [-0.45, 2.68, -0.76], [0.25, -3.49, -1.69], [-0.35, -2.76, -1.86], [1.08, -3.07, -1.48], [-1.01, 2.48, 2.22], [-0.12, 2.45, 2.59], [-0.95, 1.95, 1.41]]}